The following is a quantum chemistry calculation of one molecule with the formula C5H4ClFO, from the Open Molecules 2025 dataset.

Computed properties:
HOMO	-0.3576	Eh
HOMO-LUMO gap	10.5	eV
total energy	-22533.880	eV

Structure (ORCA input):
```
! wB97M-V def2-TZVPD RIJCOSX def2/J DEFGRID3
* xyz 0 1
Cl -1.947 -0.191 1.503
F 0.081 1.939 0.956
O 0.456 -0.333 -1.790
C -0.341 1.345 -0.179
C 1.005 -0.709 0.509
C -1.308 0.203 -0.077
C 1.690 -1.313 1.280
C 0.183 -0.043 -0.451
H 0.316 -1.279 -1.876
H -0.379 2.044 -1.028
H 2.281 -1.762 2.041
H -2.036 0.098 -0.886
*
```

The following is a quantum chemistry calculation of C36H37NNiOP2 as an isolated structure, from the Open Molecules 2025 dataset.

Computed properties:
HOMO (spin up / spin down)	-0.2602 / -0.2585	Eh
HOMO-LUMO gap (spin up / spin down)	7.0 / 5.6	eV
total energy	-101084.709	eV

Structure (ORCA input):
```
! wB97M-V def2-TZVPD RIJCOSX def2/J DEFGRID3
* xyz 0 3
Ni -1.092 1.541 -1.143
P -0.486 2.487 0.562
P 0.697 1.819 -2.139
O -3.668 -2.388 0.791
N -2.409 -0.502 -0.052
C 1.017 -1.439 -4.622
C 0.604 5.916 2.561
C 1.350 0.290 -2.949
C 3.081 3.663 -4.963
C -0.481 -6.471 0.497
C -0.211 -4.299 2.609
C -0.170 -5.209 0.190
C -1.711 -0.339 4.058
C -1.927 1.036 4.216
C 1.529 4.427 -2.743
C -0.497 6.757 2.424
C -2.087 0.274 -2.262
C 0.705 -0.176 -4.113
C -1.528 1.939 3.215
C 1.481 3.105 -3.223
C -1.708 -4.443 2.759
C 1.866 2.006 -0.769
C 1.296 2.144 0.453
C 2.230 2.741 -4.350
C -0.443 -7.111 1.853
C 2.382 -0.457 -2.377
C -2.370 -5.603 2.793
C 0.286 -4.141 1.156
C 2.369 5.361 -3.357
C 3.147 4.973 -4.465
C -1.053 -0.804 2.924
C -0.896 1.464 2.062
C -0.494 4.192 1.241
C -0.603 0.090 1.956
C 0.616 4.656 1.961
C -3.037 -1.443 0.364
C -1.575 6.329 1.645
C -1.734 -6.953 2.723
C -1.576 5.066 1.039
C 2.777 -1.665 -2.961
C 2.064 -2.174 -4.056
H -2.424 6.994 1.519
H -0.504 7.735 2.916
H 3.641 -2.196 -2.563
H 3.814 5.693 -4.939
H 1.468 6.229 3.140
H -0.030 -0.288 1.105
H 0.958 4.706 -1.852
H 1.393 -4.078 1.196
H 0.433 -6.808 2.446
H -3.459 -5.600 2.896
H -2.065 -1.047 4.812
H -3.095 0.152 -1.809
H -2.478 -7.667 2.354
H 2.344 -3.138 -4.480
H -0.906 -1.874 2.767
H 2.941 1.996 -0.971
H 0.095 -3.396 3.154
H -2.244 -3.486 2.836
H -2.420 4.764 0.416
H -0.045 0.446 -4.609
H 2.897 -0.091 -1.490
H -0.351 -8.195 1.674
H 0.452 -1.830 -5.475
H 2.202 1.714 -4.721
H -1.458 -0.612 -2.083
H 1.835 2.146 1.398
H 3.697 3.345 -5.815
H -2.143 0.505 -3.333
H -1.490 -7.294 3.740
H 0.320 -5.121 3.099
H -0.741 -7.166 -0.309
H 1.507 4.039 2.054
H -2.423 1.402 5.111
H -0.069 -3.168 0.771
H -0.151 -4.870 -0.855
H 2.433 6.386 -2.973
H -1.676 3.008 3.365
*
```

The following is a quantum chemistry calculation of a 2-piece molecular cluster, C5H13N2OP overall, from the Open Molecules 2025 dataset.

Computed properties:
HOMO (spin up / spin down)	-0.2435 / -0.2470	Eh
HOMO-LUMO gap (spin up / spin down)	6.6 / 7.8	eV
total energy	-19706.867	eV

Structure (ORCA input):
```
! wB97M-V def2-TZVPD RIJCOSX def2/J DEFGRID3
* xyz 0 1
P -0.774 -0.605 -0.655
O 0.529 -0.859 3.509
N -2.206 0.961 -2.515
N -1.029 0.463 -1.993
C -0.070 -2.135 3.306
C 1.109 -0.505 -0.941
C 0.100 1.576 -2.036
C 0.082 0.115 2.732
C 1.390 0.847 -1.642
H 0.660 -2.821 2.909
H -0.213 2.357 -1.243
H 0.157 1.891 -3.071
H -0.456 -2.577 4.257
H -2.907 0.301 -2.699
H 1.977 1.573 -1.139
H 1.998 0.840 -2.535
H -2.572 1.716 -1.986
H 0.598 1.009 3.124
H -0.669 -0.093 1.967
H 1.855 -0.704 -0.178
H 1.259 -1.318 -1.672
H -0.818 -2.032 2.504
*
```

The following is a quantum chemistry calculation of one molecule with the formula C5H8N2, from the Open Molecules 2025 dataset.

Computed properties:
HOMO	-0.3596	Eh
HOMO-LUMO gap	10.7	eV
total energy	-8293.314	eV

Structure (ORCA input):
```
! wB97M-V def2-TZVPD RIJCOSX def2/J DEFGRID3
* xyz 0 1
N 0.235 0.451 0.662
N 2.487 -1.023 -1.575
C -0.519 1.209 -0.322
C -0.651 -0.267 -0.243
C 1.680 0.350 0.525
C -1.846 -0.964 0.356
C 2.156 -0.389 -0.665
H -1.613 -2.013 0.566
H -1.289 1.855 0.096
H -2.136 -0.482 1.294
H -2.695 -0.936 -0.334
H 2.112 1.358 0.511
H 2.080 -0.164 1.407
H -0.167 -0.800 -1.065
H 0.009 1.623 -1.183
*
```

The following is a quantum chemistry calculation of C28H36FN6O9SScSe as an isolated structure, from the Open Molecules 2025 dataset.

Computed properties:
HOMO	-0.0642	Eh
HOMO-LUMO gap	5.9	eV
total energy	-156593.962	eV

Structure (ORCA input):
```
! wB97M-V def2-TZVPD RIJCOSX def2/J DEFGRID3
* xyz -2 1
Se -1.313 2.526 -3.472
Sc -0.187 -0.893 -0.639
S 0.881 1.959 1.956
F -3.081 -0.441 6.135
O -4.037 -2.767 7.400
O -1.320 -2.581 0.464
O 1.416 -1.407 0.708
O 0.229 -2.512 -2.256
O 0.910 3.376 1.451
O -1.180 0.358 0.171
O -0.931 -2.062 2.643
O -1.802 -0.767 -2.419
O -4.132 -4.952 3.424
N 0.578 3.746 -1.753
N -0.943 5.152 -2.363
N -3.420 -2.768 3.399
N 1.617 -0.919 -3.191
N -4.045 -3.803 5.375
N 1.799 -0.534 -1.849
C -0.525 3.869 -2.519
C -3.687 -0.717 -1.011
C -0.730 1.696 2.682
C -3.137 -1.645 4.128
C 1.267 2.478 -1.586
C 0.835 4.921 -1.092
C -0.572 -3.358 -4.765
C 0.779 -1.924 -3.239
C 0.644 -2.316 -7.026
C -3.872 -3.913 4.001
C 4.157 -0.507 -2.459
C 0.416 -2.389 -4.625
C -3.103 -2.753 1.968
C -0.345 -3.286 -7.161
C 3.357 -0.308 -0.073
C -3.783 -0.300 -3.589
C -0.102 5.813 -1.478
C -2.130 5.685 -2.983
C 1.020 -1.871 -5.768
C -3.822 -2.708 6.201
C -1.605 -2.439 1.684
C 2.565 -0.908 0.892
C -3.339 -1.576 5.452
C -3.002 -0.620 -2.331
C -0.952 -3.804 -6.025
C 1.828 2.057 3.494
C 3.025 -0.420 -1.463
C 3.118 -1.088 2.293
H -2.743 -0.810 3.565
H 5.080 -0.131 -2.013
H -3.584 -1.077 -4.328
H -3.692 -1.961 1.504
H -3.086 -0.076 -0.335
H 2.137 2.631 -0.956
H 1.118 -1.902 -7.909
H 1.446 2.901 4.070
H -3.391 -3.707 1.540
H 1.629 4.999 -0.373
H -0.668 0.808 3.315
H -1.010 2.590 3.239
H 4.311 -1.548 -2.754
H -0.271 6.832 -1.181
H -2.251 6.720 -2.665
H -1.365 1.460 1.819
H 3.917 0.045 -3.367
H 2.376 -0.743 3.016
H -3.404 0.642 -3.988
H -2.999 5.097 -2.689
H -0.641 -3.631 -8.146
H -4.746 -0.467 -1.055
H 2.869 2.225 3.221
H 1.775 -1.106 -5.642
H -4.855 -0.218 -3.414
H -1.026 -3.739 -3.859
H 1.545 2.082 -2.561
H 3.252 -2.157 2.473
H -4.378 -4.641 5.827
H -3.535 -1.732 -0.635
H 0.592 1.770 -1.105
H 4.067 -0.570 2.444
H 1.737 1.127 4.054
H 4.367 -0.021 0.192
H -2.046 5.633 -4.069
H -1.727 -4.556 -6.120
*
```

The following is a quantum chemistry calculation of one molecule with the formula C4H5NO2, from the Open Molecules 2025 dataset.

Computed properties:
HOMO	-0.2923	Eh
HOMO-LUMO gap	8.2	eV
total energy	-9809.585	eV

Structure (ORCA input):
```
! wB97M-V def2-TZVPD RIJCOSX def2/J DEFGRID3
* xyz 0 1
O 1.711 -0.373 1.874
O -2.328 1.177 -1.772
N 0.505 0.190 -0.016
C 0.000 -1.163 -0.291
C 1.329 0.467 1.109
C -1.249 0.894 -1.402
C -0.959 -0.122 0.094
H 0.347 0.850 -0.957
H 0.343 -1.921 0.409
H 0.080 -1.416 -1.350
H 1.571 1.538 1.190
H -1.351 -0.120 1.111
*
```